C32H52GeN4PRbSe as an isolated structure, computed with ωB97M-V/def2-TZVPD.

```
92
Properties=species:S:1:pos:R:3:forces:R:3:mulliken_charge:R:1
Rb -1.2008 0.7105 0.5025 -0.5 0.8 -1.0 1.14
N 0.1471 1.7319 3.6135 -0.1 0.3 0.0 -0.23
C -0.4994 2.9368 4.1242 0.0 -0.1 0.0 -1.02
C -1.9875 2.9112 3.8051 0.2 -0.1 0.0 -0.94
N -2.2760 2.9155 2.3728 -0.1 0.2 0.1 1.31
C -2.2029 4.2797 1.8594 0.0 0.0 -0.1 -1.00
C -2.3452 4.4202 0.3490 0.0 0.0 0.1 -1.12
N -1.3651 3.6011 -0.3648 0.0 0.2 0.0 -0.15
C -3.5736 2.3014 2.1170 0.0 0.0 0.0 -0.77
C -3.5583 0.7792 2.3431 -0.3 0.2 0.0 -0.66
N -4.0433 0.1044 1.1387 0.0 -0.2 0.1 -0.35
H -0.1106 0.9218 4.1656 0.0 -0.1 -0.1 0.20
H 1.1544 1.8075 3.6782 0.0 -0.1 -0.1 0.25
H -0.0269 3.8024 3.6553 0.0 0.0 0.0 0.41
H -0.3974 3.0628 5.2103 0.0 0.1 0.0 0.45
H -2.4800 3.7595 4.3076 -0.1 0.0 0.0 0.37
H -2.3981 1.9944 4.2347 0.0 0.0 0.0 0.38
H -1.2269 4.6837 2.1409 0.0 0.0 0.0 0.36
H -2.9658 4.9199 2.3370 0.0 0.0 0.0 0.34
H -2.2612 5.4909 0.1234 0.0 0.0 0.0 0.48
H -3.3408 4.1163 0.0236 0.0 0.0 0.0 0.46
H -0.4290 3.9366 -0.1586 0.0 0.0 -0.1 0.03
H -1.5076 3.6989 -1.3648 0.1 -0.1 0.0 0.20
H -3.8239 2.4519 1.0679 0.0 0.0 0.0 0.31
H -4.3627 2.7792 2.7221 0.0 0.0 0.0 0.22
H -4.1388 0.5194 3.2351 0.1 0.0 0.0 0.46
H -2.5299 0.4505 2.5116 -0.3 0.0 0.4 0.04
H -5.0491 0.2001 1.0746 0.0 0.0 -0.1 0.24
H -3.8354 -0.8906 1.1965 0.0 0.0 0.0 0.10
C 1.7376 -4.1784 1.1748 -0.1 0.0 0.1 -1.48
C 2.5808 -3.5616 2.2558 0.0 0.1 -0.1 1.33
C 3.4615 -4.3856 2.9567 0.0 0.0 0.0 -0.76
C 4.3196 -3.8976 3.9272 0.0 0.0 0.0 -0.69
C 4.3123 -2.5439 4.2273 0.0 0.0 0.0 -0.70
C 3.4225 -1.7173 3.5666 -0.1 0.0 -0.1 -0.69
C 2.5592 -2.1937 2.5718 0.0 0.1 0.2 -0.01
P 1.4032 -0.8703 1.9959 0.6 -0.8 -0.2 0.69
C 2.3985 0.1182 0.7882 -0.1 0.2 0.1 0.32
C 1.8933 1.4186 0.6592 0.2 0.0 0.0 -0.44
C 2.5303 2.3889 -0.0967 0.0 0.1 0.0 -1.26
C 3.7189 2.0788 -0.7346 0.0 0.0 0.0 -0.78
C 4.2314 0.7973 -0.6190 0.0 0.0 0.0 -0.82
C 3.5957 -0.1992 0.1204 -0.1 0.0 -0.1 1.51
C 4.1998 -1.5753 0.0996 0.0 0.0 0.0 -1.30
C 0.0151 -1.6691 1.1598 0.1 -0.2 0.2 -0.48
C -0.9922 -1.9582 2.0896 0.0 -0.3 0.0 -0.54
C -2.1786 -2.5845 1.7578 -0.1 -0.1 0.2 -1.53
C -2.3522 -2.9778 0.4097 0.1 0.0 0.0 -0.44
C -1.4252 -2.6660 -0.5358 -0.1 0.0 -0.1 -1.10
C -0.2133 -1.9193 -0.2557 0.2 -0.4 0.1 2.66
C 0.5901 -1.5273 -1.2916 0.2 0.0 -0.1 -1.36
H 2.1735 -5.1256 0.8541 0.0 0.0 0.0 0.46
H 1.6424 -3.5280 0.3066 0.0 0.0 0.0 0.03
H 0.7248 -4.3725 1.5360 0.0 0.0 -0.1 0.31
H 3.4843 -5.4426 2.7144 0.0 0.0 0.0 0.40
H 4.9924 -4.5691 4.4459 0.0 0.0 0.0 0.38
H 4.9777 -2.1433 4.9820 0.0 0.0 0.0 0.42
H 3.3863 -0.6601 3.8121 0.0 0.0 0.1 0.34
H 0.9898 1.6774 1.2007 0.3 0.2 0.2 0.22
H 2.1192 3.3901 -0.1700 0.0 0.0 0.0 0.43
H 4.2427 2.8237 -1.3204 0.0 0.0 0.0 0.40
H 5.1537 0.5499 -1.1323 0.0 0.0 0.0 0.41
H 4.9696 -1.6336 -0.6700 0.0 0.0 0.0 0.52
H 3.4403 -2.3245 -0.1195 0.0 0.0 0.0 0.09
H 4.6540 -1.8332 1.0564 0.0 0.0 0.0 0.25
H -0.7987 -1.7244 3.1352 0.0 0.1 0.0 0.39
H -2.9019 -2.8536 2.5174 0.0 0.0 0.0 0.39
H -3.2290 -3.5537 0.1322 0.0 0.0 -0.1 0.42
H -1.5718 -2.9975 -1.5583 0.0 0.0 0.0 0.44
H 0.3346 -1.8219 -2.3030 -0.1 0.0 0.1 -0.05
H 1.5406 -1.0366 -1.1572 0.0 0.0 0.0 0.02
C 0.7645 -1.0017 -5.2843 -0.2 0.0 0.0 -0.97
Ge -1.1652 -0.7066 -5.5367 0.0 0.1 0.0 0.52
C -1.5427 -0.8323 -7.4707 0.0 -0.1 0.2 -1.16
C -2.2231 -2.0132 -4.5245 0.1 0.1 -0.1 -0.79
C -1.7592 1.1025 -4.9629 0.2 -0.2 0.0 -1.11
Se -1.4796 1.5451 -3.0839 -0.1 0.0 0.0 0.01
C 0.4258 1.9198 -3.1749 -0.1 0.0 -0.1 -0.08
H 1.0237 -1.9742 -5.7055 0.0 0.0 0.0 0.38
H 1.0381 -1.0064 -4.2291 0.0 0.0 0.0 0.07
H 1.3485 -0.2400 -5.8020 0.0 0.0 0.0 0.39
H -1.2539 -1.8200 -7.8334 0.0 0.0 0.0 0.35
H -0.9716 -0.0868 -8.0251 0.0 0.0 0.0 0.35
H -2.6017 -0.6856 -7.6847 0.0 0.0 0.0 0.36
H -1.8967 -3.0293 -4.7477 0.0 0.0 0.0 0.37
H -3.2803 -1.9252 -4.7776 0.0 0.0 0.0 0.43
H -2.1069 -1.8364 -3.4546 0.0 0.0 0.0 -0.01
H -2.8386 1.1564 -5.1119 0.0 0.0 0.0 0.42
H -1.3015 1.8943 -5.5567 0.0 0.0 0.0 0.42
H 0.9300 1.0987 -3.6760 0.0 0.0 0.1 0.14
H 0.7986 1.9949 -2.1564 0.0 0.0 0.0 -0.50
H 0.5935 2.8511 -3.7124 0.0 0.0 0.0 0.48
```
Positions in Å, forces in eV/Å.

DFT total energy	-6313.29802	Eh
relative energy (zero: lowest compared OMol25 entry of this formula, charge and spin)	35.5	kJ/mol
multiplicity	1
HOMO	-5.34	eV
gap between HOMO and LUMO	0.19835	hartree

=====

C20H26ClNPb as an isolated structure, computed with ωB97M-V/def2-TZVPD.

```
49
Properties=species:S:1:pos:R:3:forces:R:3:mulliken_charge:R:1
C 0.0353 0.2729 -5.6940 0.1 0.4 -2.7 0.96
C 1.4205 0.8361 -6.0841 -0.1 -0.1 0.3 -1.36
C -0.1891 -1.0740 -6.4178 0.0 0.0 0.3 -1.34
C -1.0605 1.2724 -6.1284 0.0 -0.1 0.3 -1.35
Cl -0.0378 0.0255 -3.9305 0.0 -0.1 0.9 -0.17
H -0.1462 -0.9427 -7.5128 0.0 0.1 0.5 0.35
H -1.1708 -1.4917 -6.1667 0.2 0.1 0.0 0.37
H 0.5811 -1.8007 -6.1350 -0.1 0.1 0.0 0.37
H 1.4862 0.9945 -7.1744 -0.2 -0.1 0.4 0.35
H 2.2183 0.1420 -5.7961 -0.1 0.1 0.0 0.37
H 1.6023 1.7986 -5.5925 0.0 -0.2 -0.1 0.37
H -1.0299 1.4368 -7.2195 0.1 -0.2 0.5 0.34
H -0.9201 2.2425 -5.6381 0.0 -0.2 -0.1 0.37
H -2.0569 0.8940 -5.8731 0.2 0.1 0.0 0.37
C 1.6274 -1.9345 2.2312 0.7 0.6 -0.2 -0.16
C 0.9797 -2.8544 1.3716 0.1 0.1 -1.2 -0.55
C 1.3128 -2.5241 0.0239 -0.8 -0.4 1.0 -0.63
H 0.3567 -3.6854 1.6915 0.1 0.2 -0.2 0.48
C 2.2029 -1.3934 0.0707 -0.1 0.4 0.2 -1.06
C 2.3908 -1.0429 1.4413 -0.6 -0.2 0.7 -0.45
H 3.0451 -0.2574 1.8042 0.0 -0.2 -0.2 0.74
H 1.5828 -1.9429 3.3224 0.0 0.0 -0.4 0.45
H 0.9916 -3.0506 -0.8670 0.2 0.0 0.1 0.59
H 2.6181 -0.8572 -0.7671 0.3 -0.2 -0.2 0.60
C -2.5718 0.5856 1.6906 0.4 -0.4 0.5 -0.42
C -2.4216 -0.6143 2.4244 -0.3 0.8 -0.1 -0.17
C -2.5227 -1.7053 1.5281 -0.1 0.2 -1.1 -0.56
H -2.3002 -0.6876 3.5077 -0.1 0.0 -0.4 0.45
C -2.7087 -1.1900 0.2103 0.5 -1.0 0.9 -0.61
C -2.7470 0.2457 0.3156 0.4 0.4 0.3 -1.07
H -2.8373 0.9539 -0.4932 -0.4 0.0 -0.1 0.59
H -2.6045 1.5899 2.1022 -0.1 -0.2 -0.2 0.75
H -2.4926 -2.7560 1.8058 0.0 0.3 -0.1 0.49
H -2.8439 -1.7699 -0.6951 -0.1 0.1 0.1 0.59
Pb -0.1822 -0.3147 0.2212 -0.3 -1.0 -0.3 1.09
N 0.6210 1.8635 2.2244 -0.2 -0.7 3.2 -0.35
C 0.5921 1.5826 3.5575 0.1 0.3 -1.6 0.93
C 1.7284 1.0576 4.1881 0.7 -0.4 1.4 -0.26
C 1.7548 0.9188 5.5680 0.8 -0.1 -0.8 -0.82
C 0.6203 1.2594 6.3264 0.1 0.2 0.0 -0.32
C -0.5531 1.6895 5.6811 -0.7 0.4 -0.7 -0.82
C -0.5699 1.8251 4.3014 -0.7 0.0 1.5 -0.25
H 1.4325 1.6570 1.7164 1.2 0.0 -0.9 0.28
H -0.1965 2.1943 1.7959 -1.0 0.8 -0.8 0.28
H 2.5466 0.7451 3.5670 0.4 0.1 0.1 0.44
H 2.6752 0.5662 6.0610 -0.6 0.1 -0.3 0.43
H 0.6571 1.2103 7.4075 0.0 -0.1 0.0 0.46
H -1.4531 1.9449 6.2637 0.6 -0.3 -0.3 0.43
H -1.4630 2.0851 3.7647 -0.3 0.4 0.1 0.44
```
Positions in Å, forces in eV/Å.

DFT total energy	-1484.76090	Eh
net charge	+2
relative energy (zero: lowest compared OMol25 entry of this formula, charge and spin)	0.0	kJ/mol
multiplicity	1
HOMO (alpha / beta)	-14.89 / -14.19	eV
gap between HOMO and LUMO (alpha / beta)	0.18071 / 0.15200	hartree

=====

C35H36AgFN6O7 as an isolated structure, computed with ωB97M-V/def2-TZVPD.

```
86
Properties=species:S:1:pos:R:3:forces:R:3:mulliken_charge:R:1
Ag 2.2898 0.5309 0.0435 0.5 0.1 -0.1 0.72
O 4.4966 0.5601 -0.7917 0.5 0.1 -0.4 -0.19
C 5.1296 1.8354 -0.7548 -0.8 0.6 0.3 1.81
C 3.9705 2.9721 -0.7281 0.6 -1.0 0.0 0.23
O 4.3736 4.1178 -0.6580 0.3 0.8 0.0 -0.70
O 2.7999 2.5498 -0.7795 -0.8 0.0 -0.1 -0.55
C 5.8788 1.9393 0.5550 0.3 0.0 0.0 0.41
C 5.1478 2.1598 1.7187 0.0 0.0 0.1 -0.45
C 5.7752 2.1946 2.9498 0.0 0.0 0.0 -0.91
C 7.1441 1.9989 3.0355 0.2 -0.1 0.1 -0.38
C 7.8752 1.7476 1.8873 0.2 0.0 0.1 -0.81
C 7.2483 1.7188 0.6523 -0.2 0.0 -0.1 -0.13
C 5.8954 2.1183 -2.0069 0.2 -0.1 -0.3 -0.43
C 5.6759 1.3558 -3.1526 0.0 0.0 0.2 -0.46
C 6.2758 1.6969 -4.3506 0.1 0.0 -0.2 -0.79
C 7.0947 2.8102 -4.4327 0.0 -0.1 -0.1 -0.39
C 7.3119 3.5750 -3.2983 0.1 0.1 0.0 -0.94
C 6.7253 3.2344 -2.0946 0.0 0.0 0.0 -0.13
H 5.1552 -0.1419 -0.8884 -0.1 -0.1 0.1 0.41
H 4.0754 2.3075 1.6615 0.0 0.0 0.0 0.35
H 5.1998 2.3778 3.8450 -0.1 0.0 0.1 0.41
H 7.6440 2.0284 3.9943 0.0 0.0 0.1 0.39
H 8.9420 1.5691 1.9520 0.0 0.0 0.0 0.37
H 7.8269 1.5130 -0.2390 0.0 0.0 -0.1 0.44
H 5.0095 0.5056 -3.1084 0.0 0.0 0.0 0.34
H 6.0914 1.0982 -5.2330 0.0 0.0 0.0 0.39
H 7.5506 3.0846 -5.3754 0.0 0.0 0.0 0.38
H 7.9360 4.4550 -3.3591 0.1 0.1 0.0 0.37
H 6.8805 3.8527 -1.2252 0.0 0.0 0.1 0.47
F -4.2761 0.3132 -2.6941 0.0 0.0 0.4 -0.36
C -3.9452 0.1275 -1.3798 0.3 -0.1 -0.3 0.63
C -2.6265 0.2306 -1.0104 -0.3 0.0 0.5 -0.39
C -2.2553 0.1232 0.3395 -0.9 0.2 -0.5 0.21
C -0.8737 0.3955 0.7218 1.0 0.5 -0.6 1.49
O -0.0532 0.7587 -0.1454 -1.5 -0.3 0.7 -0.99
C -0.5940 0.2381 2.1246 0.7 -0.1 0.1 -0.42
C -1.5898 -0.0212 2.9953 0.0 0.1 -0.4 -0.40
N -2.9023 -0.2065 2.6289 0.3 -0.1 0.2 0.28
C -3.8871 -0.4632 3.6306 -0.4 0.0 0.2 -0.33
C -4.4915 -1.8380 3.7150 -0.1 0.0 0.0 -0.43
C -3.5677 -1.3563 4.7899 0.0 0.0 0.0 -0.99
C -3.2532 -0.1310 1.3063 0.2 0.0 -0.3 -0.37
C -4.5771 -0.2934 0.8920 -0.1 0.1 -0.7 -0.58
C -4.9414 -0.1576 -0.4513 0.2 -0.1 0.8 -1.00
N -6.3262 -0.2945 -0.7625 0.2 0.2 -0.1 0.23
C -7.1565 0.7760 -0.2579 -0.2 -0.1 0.1 -0.51
C -8.5975 0.2820 -0.1842 0.4 0.4 0.7 -0.71
N -9.0167 -0.1282 -1.5538 -0.4 0.1 -0.2 -0.12
C -8.1281 -1.2132 -2.0592 0.7 -0.5 -0.4 -0.99
C -6.6983 -0.6755 -2.1041 -0.2 -0.2 0.0 -0.61
C 0.8611 0.1485 2.6593 -0.2 -0.4 -0.2 -0.20
O 1.0799 0.5921 3.7745 -0.2 0.4 0.6 -0.74
O 1.6134 -0.5208 1.9042 -0.1 -0.3 0.1 -0.72
H -1.8658 0.4479 -1.7420 0.1 0.1 -0.1 0.61
H -1.3710 -0.0979 4.0494 0.0 0.0 0.1 0.72
H -4.5320 0.3883 3.8303 0.0 -0.1 0.0 0.43
H -4.1061 -2.5720 3.0244 0.1 -0.1 -0.1 0.24
H -5.5444 -1.9395 3.9330 -0.1 0.1 0.0 0.31
H -2.5845 -1.7937 4.8565 0.1 0.0 -0.1 0.36
H -3.9922 -1.0954 5.7471 0.0 0.1 0.0 0.25
H -5.3443 -0.5293 1.6113 -0.1 -0.1 0.1 0.79
H -7.1008 1.6900 -0.8766 0.0 0.0 0.0 0.17
H -6.8104 1.0342 0.7416 -0.2 0.1 0.0 0.48
H -9.2666 1.0578 0.1897 0.0 -0.1 -0.2 0.38
H -8.6513 -0.5974 0.4604 -0.1 0.1 -0.1 0.38
H -8.9123 0.6820 -2.1810 -0.2 -0.2 0.1 0.40
H -9.9996 -0.4211 -1.5668 0.2 0.1 0.0 0.35
H -8.4607 -1.5276 -3.0490 -0.1 0.1 0.1 0.43
H -8.1918 -2.0533 -1.3657 -0.1 0.1 0.0 0.37
H -6.6398 0.1490 -2.8345 0.0 0.0 0.1 0.42
H -6.0267 -1.4610 -2.4492 -0.1 0.0 -0.1 0.51
C 0.3966 -4.6966 -0.5575 -0.1 0.1 0.1 -1.08
N 1.4009 -3.6739 -0.6379 -0.3 -0.1 0.1 0.15
C 2.8074 -3.9059 -0.4346 0.5 0.1 0.2 -0.51
C 3.4043 -2.5419 -0.8638 -0.4 -0.6 0.0 0.33
O 4.5819 -2.3053 -0.9606 0.3 0.0 0.1 -0.60
N 2.3602 -1.7029 -1.1190 -0.4 0.7 -0.2 -0.50
C 1.2370 -2.3782 -0.9817 0.9 -0.4 -0.2 0.52
N 0.0453 -1.8334 -1.2805 -0.2 0.1 -0.1 -0.36
H 0.8382 -5.6530 -0.8391 0.0 0.0 0.0 0.33
H -0.4060 -4.4805 -1.2621 -0.1 0.0 0.0 0.40
H -0.0229 -4.7901 0.4500 0.0 0.0 0.0 0.28
H 3.1931 -4.7311 -1.0389 0.0 0.1 0.0 0.38
H 3.0511 -4.0808 0.6192 0.0 0.0 -0.1 0.32
H 0.0836 -0.8153 -1.3114 -0.1 -0.2 0.1 0.26
H -0.7842 -2.2209 -0.8617 0.1 0.0 0.0 0.26
```
Positions in Å, forces in eV/Å.

DFT total energy	-2457.31045	Eh
multiplicity	1
HOMO	-6.05	eV
gap between HOMO and LUMO	0.14141	hartree

=====

One molecule with the formula C3H2Cl2OS2, computed with ωB97M-V/def2-TZVPD.

```
10
Properties=species:S:1:pos:R:3:forces:R:3:mulliken_charge:R:1
C -1.2233 0.4295 0.8152 -0.5 0.1 -0.1 -0.13
C -1.3182 -0.3230 -0.2831 -0.6 0.1 0.8 -0.20
C 1.3458 0.5079 -0.0890 -1.8 -1.3 0.4 0.17
O 0.6984 -2.4674 -0.8205 -1.7 5.0 -1.0 -0.53
S 0.1807 1.4008 1.0436 1.1 0.0 0.6 -0.04
S 0.1038 -0.6006 -1.2403 2.5 -4.4 1.6 0.16
Cl 2.0827 1.5917 -1.1993 0.6 0.5 -0.3 -0.09
Cl 2.5096 -0.4960 0.8254 -0.8 0.6 -0.8 -0.04
H -2.0616 0.5699 1.5362 0.7 0.1 -0.8 0.32
H -2.3179 -0.6128 -0.5881 0.4 -0.8 -0.2 0.37
```
Positions in Å, forces in eV/Å.

DFT total energy	-1907.33326	Eh
relative energy (zero: lowest compared OMol25 entry of this formula, charge and spin)	425.1	kJ/mol
multiplicity	1
HOMO (alpha / beta)	-9.25 / -9.25	eV
gap between HOMO and LUMO (alpha / beta)	0.30790 / 0.30791	hartree

=====

Maximum force per entry: 1.3 3.3 1.7 5.4 eV Å⁻¹